No. 1
Molecular formula: C14H56BrN28O17S
Method: DFT, ωB97M-V/def2-TZVPD

Last columns: bonded neighbours and bond lengths (Å).
CARTESIAN COORDINATES (ANGSTROEM)
1 O -0.67513 0.82988 -0.04963  S2 1.548
2 S -0.25561 1.29713 -1.46412  O1 1.548, O3 1.550, O4 1.706, Br5 2.244
3 O -0.09410 2.83409 -1.57925  S2 1.550
4 O -1.37748 0.79722 -2.64748  S2 1.706
5 Br 1.71541 0.32925 -1.92736  S2 2.244
6 C 0.99294 -3.04992 -0.50310  O7 1.220, N8 1.346, N9 1.346
7 O 1.25396 -2.64452 -1.62383  C6 1.220
8 N 1.70777 -4.00988 0.11220  C6 1.346, H10 1.006, H11 1.011
9 N -0.03485 -2.57590 0.22507  C6 1.346, H12 1.010, H13 1.006
10 H 1.49778 -4.34839 1.03588  N8 1.006
11 H 2.49167 -4.40006 -0.39219  N8 1.011
12 H -0.60411 -1.85253 -0.19179  N9 1.010
13 H -0.25529 -2.90588 1.14942  N9 1.006
14 C 5.13814 -3.47218 1.04213  O15 1.220, N16 1.346, N17 1.346
15 O 4.36859 -4.41873 1.02334  C14 1.220
16 N 5.21976 -2.61655 2.07766  C14 1.346, H18 1.006, H19 1.011
17 N 5.97903 -3.19315 0.02905  C14 1.346, H20 1.010, H21 1.006
18 H 5.85199 -1.83443 2.09927  N16 1.006
19 H 4.60872 -2.78166 2.86538  N16 1.011
20 H 5.95748 -3.80610 -0.77403  N17 1.010
21 H 6.61577 -2.41444 0.03839  N17 1.006
22 C 0.33415 2.89976 3.47920  O23 1.220, N24 1.346, N25 1.346
23 O 1.10380 3.15861 4.38978  C22 1.220
24 N -0.86137 3.50154 3.33883  C22 1.346, H26 1.006, H27 1.011
25 N 0.60709 1.98761 2.52800  C22 1.346, H28 1.010, H29 1.006
26 H -1.50029 3.29265 2.59049  N24 1.006
27 H -1.11524 4.19575 4.02786  N24 1.011
28 H 1.49356 1.50625 2.58751  N25 1.010
29 H -0.02309 1.76963 1.77483  N25 1.006
30 C -3.07372 4.94624 0.35672  O31 1.220, N32 1.346, N33 1.346
31 O -2.30408 5.20509 1.26730  C30 1.220
32 N -4.26924 5.54802 0.21635  C30 1.346, H34 1.006, H35 1.011
33 N -2.80078 4.03409 -0.59448  C30 1.346, H36 1.010, H37 1.006
34 H -4.90816 5.33912 -0.53200  N32 1.006
35 H -4.52311 6.24223 0.90537  N32 1.011
36 H -1.91431 3.55273 -0.53497  N33 1.010
37 H -3.43097 3.81611 -1.34765  N33 1.006
38 C -4.15793 -2.43847 -2.64417  O39 1.220, N40 1.346, N41 1.346
39 O -4.92748 -3.38502 -2.66296  C38 1.220
40 N -4.07631 -1.58283 -1.60863  C38 1.346, H42 1.006, H43 1.011
41 N -3.31704 -2.15943 -3.65725  C38 1.346, H44 1.010, H45 1.006
42 H -3.44408 -0.80072 -1.58703  N40 1.006
43 H -4.68736 -1.74794 -0.82092  N40 1.011
44 H -3.33860 -2.77238 -4.46032  N41 1.010
45 H -2.68031 -1.38072 -3.64790  N41 1.006
46 C -6.27828 3.97825 -2.68082  O47 1.220, N48 1.346, N49 1.346
47 O -6.25383 4.82055 -1.79852  C46 1.220
48 N -6.09568 2.66606 -2.44437  C46 1.346, H50 1.006, H51 1.011
49 N -6.49018 4.28079 -3.97498  C46 1.346, H52 1.010, H53 1.006
50 H -6.11468 1.96679 -3.16724  N48 1.006
51 H -5.93247 2.38524 -1.48749  N48 1.011
52 H -6.63329 5.25393 -4.20655  N49 1.010
53 H -6.51148 3.59117 -4.70702  N49 1.006
54 C 4.46163 -3.52162 6.03756  O55 1.220, N56 1.346, N57 1.346
55 O 3.79786 -3.12538 5.09367  C54 1.220
56 N 4.12469 -3.28540 7.31887  C54 1.346, H58 1.006, H59 1.011
57 N 5.59432 -4.23285 5.88768  C54 1.346, H60 1.010, H61 1.006
58 H 4.66757 -3.60928 8.10135  N56 1.006
59 H 3.28129 -2.75470 7.48668  N56 1.011
60 H 5.89204 -4.43781 4.94404  N57 1.010
61 H 6.14601 -4.56235 6.66161  N57 1.006
62 C 3.45832 -2.89391 -4.70740  O63 1.220, N64 1.346, N65 1.346
63 O 2.44439 -3.10655 -5.35180  C62 1.220
64 N 4.68902 -2.91813 -5.25135  C62 1.346, H66 1.006, H67 1.011
65 N 3.44302 -2.61480 -3.39091  C62 1.346, H68 1.010, H69 1.006
66 H 5.52869 -2.74371 -4.72561  N64 1.006
67 H 4.75613 -3.12328 -6.23854  N64 1.011
68 H 2.54250 -2.58444 -2.93350  N65 1.010
69 H 4.27527 -2.43861 -2.85403  N65 1.006
70 C 1.13380 0.16880 7.12149  O71 1.220, N72 1.346, N73 1.346
71 O 1.93176 -0.68252 6.76509  C70 1.220
72 N 0.94384 1.31970 6.45035  C70 1.346, H74 1.006, H75 1.011
73 N 0.36720 0.03839 8.21995  C70 1.346, H76 1.010, H77 1.006
74 H 0.28765 2.02541 6.73891  N72 1.006
75 H 1.49565 1.46735 5.61678  N72 1.011
76 H 0.47134 -0.80901 8.76047  N73 1.010
77 H -0.29241 0.73647 8.51912  N73 1.006
78 C 3.29750 3.06990 0.22752  O79 1.220, N80 1.346, N81 1.346
79 O 2.52795 2.12335 0.20873  C78 1.220
80 N 3.37912 3.92553 1.26305  C78 1.346, H82 1.006, H83 1.011
81 N 4.13839 3.34893 -0.78556  C78 1.346, H84 1.010, H85 1.006
82 H 4.01135 4.70764 1.28466  N80 1.006
83 H 2.76807 3.76042 2.05077  N80 1.011
84 H 4.11684 2.73598 -1.58864  N81 1.010
85 H 4.77513 4.12764 -0.77622  N81 1.006
86 C -4.25041 1.59419 -5.61060  O87 1.220, N88 1.346, N89 1.346
87 O -4.90094 1.94334 -4.63930  C86 1.220
88 N -3.68359 0.37785 -5.71226  C86 1.346, H90 1.006, H91 1.011
89 N -4.03739 2.39206 -6.67329  C86 1.346, H92 1.010, H93 1.006
90 H -3.14620 0.08397 -6.51022  N88 1.006
91 H -3.81357 -0.26074 -4.93997  N88 1.011
92 H -4.44215 3.31757 -6.64714  N89 1.010
93 H -3.50206 2.11023 -7.47697  N89 1.006
94 C 0.50161 0.08073 -6.60786  O95 1.220, N96 1.346, N97 1.346
95 O -0.68502 -0.04875 -6.86015  C94 1.220
96 N 1.17228 1.22889 -6.81531  C94 1.346, H98 1.006, H99 1.011
97 N 1.25342 -0.91228 -6.09796  C94 1.346, H100 1.010, H101 1.006
98 H 2.15039 1.34203 -6.60942  N96 1.006
99 H 0.65313 2.00705 -7.19751  N96 1.011
100 H 0.79715 -1.79679 -5.92316  N97 1.010
101 H 2.23204 -0.81195 -5.88783  N97 1.006
102 C -8.64248 4.62777 1.53370  O103 1.220, N104 1.346, N105 1.346
103 O -9.65641 4.41513 0.88930  C102 1.220
104 N -7.41178 4.60355 0.98975  C102 1.346, H106 1.006, H107 1.011
105 N -8.65778 4.90688 2.85019  C102 1.346, H108 1.010, H109 1.006
106 H -6.57211 4.77798 1.51549  N104 1.006
107 H -7.34467 4.39840 0.00256  N104 1.011
108 H -9.55830 4.93724 3.30761  N105 1.010
109 H -7.82553 5.08307 3.38707  N105 1.006
110 C 5.69642 -7.38202 4.15671  O111 1.220, N112 1.346, N113 1.346
111 O 6.46607 -7.12317 5.06729  C110 1.220
112 N 4.50091 -6.78024 4.01634  C110 1.346, H114 1.006, H115 1.011
113 N 5.96936 -8.29417 3.20551  C110 1.346, H116 1.010, H117 1.006
114 H 3.86198 -6.98914 3.26799  N112 1.006
115 H 4.24703 -6.08603 4.70536  N112 1.011
116 H 6.85584 -8.77553 3.26502  N113 1.010
117 H 5.33918 -8.51215 2.45234  N113 1.006

Net charge = -1
LUMO level = 1.7 eV
E_tot = -6352.187619 Ha

No. 2
Molecular formula: C14H56N14O14
Method: DFT, ωB97M-V/def2-TZVPD

Last columns: bonded neighbours and bond lengths (Å).
CARTESIAN COORDINATES (ANGSTROEM)
1 C -0.23558 -5.29642 -0.20508  O2 1.463, H3 1.090, H4 1.090, H5 1.091
2 O -0.45075 -3.90964 0.20742  C1 1.463, H6 0.962
3 H 0.79160 -5.50611 -0.50265  C1 1.090
4 H -0.60824 -6.03163 0.50777  C1 1.090
5 H -0.84109 -5.51265 -1.08674  C1 1.091
6 H -0.63779 -3.35766 -0.55768  O2 0.962
7 C -0.77128 4.43062 1.20999  O8 1.432, H9 1.091, H10 1.091, H11 1.089
8 O 0.42955 5.20766 1.13790  C7 1.432, H12 0.959
9 H -1.07418 4.17016 0.19461  C7 1.091
10 H -0.45372 3.49975 1.68192  C7 1.091
11 H -1.51320 5.03264 1.73182  C7 1.089
12 H 1.15657 4.60330 0.97464  O8 0.959
13 C 2.52735 -1.98142 2.72752  O14 1.435, H15 1.090, H16 1.091, H17 1.091
14 O 2.01432 -2.13535 1.39659  C13 1.435, H18 0.968
15 H 3.43117 -2.57915 2.84373  C13 1.090
16 H 2.81956 -0.96145 2.98148  C13 1.091
17 H 1.78585 -2.20912 3.49439  C13 1.091
18 H 1.52248 -1.31043 1.27696  O14 0.968
19 C -2.67553 1.25892 2.43552  O20 1.402, H21 1.089, H22 1.091, H23 1.092
20 O -1.44181 0.93521 1.85334  C19 1.402, H24 0.962
21 H -3.37934 1.63110 1.69318  C19 1.089
22 H -3.02178 0.36923 2.96430  C19 1.091
23 H -2.41214 2.01010 3.18246  C19 1.092
24 H -0.82368 0.69057 2.54805  O20 0.962
25 C 1.80199 3.43614 -1.18516  O26 1.439, H27 1.090, H28 1.091, H29 1.091
26 O 1.29002 2.92107 -2.42691  C25 1.439, H30 0.961
27 H 1.66739 4.50436 -1.01365  C25 1.090
28 H 1.49570 2.92029 -0.27446  C25 1.091
29 H 2.88233 3.29426 -1.24830  C25 1.091
30 H 2.04380 2.68465 -2.97442  O26 0.961
31 C -2.59449 2.98837 -2.38726  O32 1.412, H33 1.091, H34 1.091, H35 1.089
32 O -1.62617 2.50239 -1.48244  C31 1.412, H36 0.962
33 H -2.58768 4.07828 -2.33620  C31 1.091
34 H -2.29141 2.63290 -3.37286  C31 1.091
35 H -3.59797 2.64756 -2.13638  C31 1.089
36 H -0.79395 2.68351 -1.92962  O32 0.962
37 C 0.28417 -0.00644 -0.55888  O38 1.354, H39 1.091, H40 1.091, H41 1.091
38 O 1.03299 0.15772 0.55732  C37 1.354, H42 0.962
39 H -0.77372 -0.13940 -0.32923  C37 1.091
40 H 0.43769 0.83844 -1.23208  C37 1.091
41 H 0.53275 -0.93643 -1.07241  C37 1.091
42 H 0.61763 0.74495 1.19685  O38 0.962
43 C -1.96910 -2.06546 -2.71681  O44 1.264, N45 1.318, N46 1.321
44 O -1.96559 -2.12472 -1.45414  C43 1.264
45 N -2.84696 -2.65454 -3.50393  C43 1.318, H47 1.009, H48 1.008
46 N -1.05065 -1.33930 -3.32752  C43 1.321, H49 1.007, H50 1.008
47 H -3.71288 -2.99661 -3.11449  N45 1.009
48 H -2.86761 -2.50247 -4.50034  N45 1.008
49 H -0.89133 -1.26282 -4.31937  N46 1.007
50 H -0.32809 -1.01890 -2.70205  N46 1.008
51 C 3.39111 3.43310 1.97976  O52 1.228, N53 1.365, N54 1.311
52 O 2.54047 4.13582 2.51859  C51 1.228
53 N 4.32708 3.95514 1.13479  C51 1.365, H55 1.008, H56 1.008
54 N 3.39370 2.12378 2.04560  C51 1.311, H57 1.014, H58 1.008
55 H 4.78614 3.36720 0.45663  N53 1.008
56 H 4.60470 4.92337 1.10580  N53 1.008
57 H 2.65845 1.64060 2.55046  N54 1.014
58 H 4.06084 1.65297 1.45460  N54 1.008
59 C -3.25882 -2.64850 2.04742  O60 1.231, N61 1.344, N62 1.331
60 O -4.19110 -2.23463 2.73687  C59 1.231
61 N -2.24855 -1.86850 1.62545  C59 1.344, H63 1.008, H64 1.009
62 N -2.94613 -3.90155 1.72690  C59 1.331, H65 1.009, H66 1.009
63 H -1.40699 -2.29248 1.26761  N61 1.008
64 H -2.45015 -0.87998 1.62603  N61 1.009
65 H -3.50877 -4.55280 2.25393  N62 1.009
66 H -2.14374 -4.10960 1.15170  N62 1.009
67 C -5.19359 -0.65513 -0.89578  O68 1.207, N69 1.330, N70 1.306
68 O -6.35200 -0.31825 -0.93695  C67 1.207
69 N -4.10780 0.10570 -0.79641  C67 1.330, H71 1.010, H72 1.009
70 N -4.83891 -1.89320 -0.68053  C67 1.306, H73 1.008, H74 1.009
71 H -4.38781 1.07602 -0.78838  N69 1.010
72 H -3.14946 -0.05005 -1.06945  N69 1.009
73 H -5.53430 -2.61208 -0.55619  N70 1.008
74 H -3.84793 -2.07208 -0.61188  N70 1.009
75 C 0.70107 1.67948 4.24348  O76 1.247, N77 1.311, N78 1.283
76 O 1.01395 1.17352 3.14793  C75 1.247
77 N 1.37312 2.67891 4.76207  C75 1.311, H79 1.007, H80 1.011
78 N -0.23092 1.26722 5.02247  C75 1.283, H81 1.009, H82 1.007
79 H 1.15568 3.06979 5.66438  N77 1.007
80 H 2.08280 3.06895 4.15709  N77 1.011
81 H -0.66759 0.39028 4.78040  N78 1.009
82 H -0.37907 1.72864 5.90538  N78 1.007
83 C 3.05740 0.41058 -3.54676  O84 1.238, N85 1.341, N86 1.312
84 O 3.28138 1.39293 -4.26651  C83 1.238
85 N 2.17880 -0.55874 -3.84262  C83 1.341, H87 1.009, H88 1.008
86 N 3.60150 0.37718 -2.35322  C83 1.312, H89 1.008, H90 1.009
87 H 2.03832 -1.38276 -3.27758  N85 1.009
88 H 1.60107 -0.46007 -4.66242  N85 1.008
89 H 4.24848 1.09295 -2.06193  N86 1.008
90 H 3.25408 -0.17922 -1.58615  N86 1.009
91 C 2.11806 -3.45338 -2.38349  O92 1.233, N93 1.302, N94 1.342
92 O 0.92843 -3.48123 -2.70762  C91 1.233
93 N 3.05917 -4.03716 -3.06839  C91 1.302, H95 1.008, H96 1.008
94 N 2.60121 -2.66738 -1.40881  C91 1.342, H97 1.009, H98 1.008
95 H 2.89546 -4.41245 -3.98926  N93 1.008
96 H 3.98980 -4.04668 -2.68140  N93 1.008
97 H 1.96950 -2.30080 -0.71277  N94 1.009
98 H 3.60471 -2.71144 -1.32753  N94 1.008

LUMO level = 0.0 eV
E_tot = -2387.097498 Ha

So what do the calculations give for ΔE to the lowest compared entry with this formula, charge and spin? Going down the list: 174.4; 0.0 kJ/mol.